Record 1
This record from the Open Molecules 2025 dataset describes a cluster of 27 separate species, C6H62N2O27P2 in total at a distorted geometry. The level of theory is ωB97M-V/def2-TZVPD.

Each line ends with the Mulliken charge.
Element x y z (Å)
C1 -4.7781 0.6489 -1.2140  -0.468
P1 -3.0154 0.2603 -1.7058  -0.008
O1 -2.9712 -1.3864 -2.0368  -0.460
P2 -1.7537 0.4696 0.0975  0.115
N1 -2.0603 2.0287 0.8663  -0.611
C2 -2.3323 -0.9108 1.2079  0.477
C3 -1.5190 -2.0790 1.3733  -0.570
C4 -2.1378 -3.0466 2.2216  -0.469
C5 -3.3993 -2.7871 2.7869  -0.235
N2 -4.1867 -1.6942 2.6997  -0.592
C6 -3.5690 -0.8135 1.8908  -0.131
H1 -4.8368 1.2719 -0.2936  -0.090
H2 -5.3053 1.1206 -2.0626  0.430
H3 -5.2537 -0.3214 -0.9294  0.202
H4 -2.8423 -1.5594 -2.9795  0.327
H5 -1.9087 2.7219 0.1183  0.259
H6 -3.0420 2.1369 1.1339  0.284
H7 -0.5504 -2.1733 0.8680  0.505
H8 -1.6372 -4.0078 2.4207  0.409
H9 -3.8368 -3.6178 3.4124  0.311
H10 -4.1292 0.1365 1.7363  0.343
O2 -1.7223 3.5245 -1.8770  -0.599
H11 -1.9281 2.9633 -2.6355  0.329
H12 -0.9661 4.0496 -2.1666  0.286
O3 1.0736 3.5558 1.0405  -0.660
H13 0.8989 4.0340 0.2202  0.320
H14 0.2561 3.0679 1.2047  0.337
O4 1.2639 -3.7131 1.1393  -0.563
H15 1.9902 -3.6482 0.5072  0.301
H16 1.5825 -4.3511 1.7933  0.309
O5 2.2265 -4.1824 3.8571  -0.611
H17 2.3350 -4.2835 4.8092  0.289
H18 1.7833 -3.3314 3.7639  0.281
O6 0.4499 -5.0922 -1.3622  -0.641
H19 0.6181 -4.4560 -0.6502  0.339
H20 1.0978 -4.8658 -2.0391  0.304
O7 2.0915 5.1755 -1.3789  -0.626
H21 2.6739 5.3564 -2.1276  0.294
H22 2.6022 5.4566 -0.6108  0.313
O8 -6.8661 2.7282 -0.9359  -0.603
H23 -7.6437 2.2271 -1.2173  0.271
H24 -6.8717 2.6474 0.0245  0.322
O9 2.2046 -1.7869 5.6572  -0.696
H25 1.6120 -1.1805 5.1964  0.299
H26 3.0200 -1.2790 5.7631  0.355
O10 -3.3542 -4.9761 5.1552  -0.626
H27 -2.5640 -5.3095 5.5977  0.306
H28 -3.7225 -4.3423 5.7810  0.311
O11 -7.3115 -0.9652 0.3067  -0.648
H29 -7.7473 -1.7904 0.5468  0.300
H30 -6.5517 -0.9226 0.9007  0.329
O12 2.9566 6.3850 -4.1332  -0.775
H31 2.9154 5.9102 -4.9773  0.359
H32 2.1750 6.9525 -4.1421  0.340
O13 2.2506 -7.1055 0.3376  -0.629
H33 1.8684 -7.7288 0.9655  0.317
H34 1.4843 -6.7291 -0.1178  0.312
O14 -1.5944 -7.3411 -0.8493  -0.641
H35 -1.0695 -8.0053 -0.3905  0.298
H36 -0.9793 -6.6091 -0.9945  0.337
O15 -2.7964 -7.7691 6.2170  -0.625
H37 -3.4077 -7.7711 5.4711  0.324
H38 -3.1789 -8.3988 6.8375  0.307
O16 3.8478 -2.6837 7.8924  -0.646
H39 4.2316 -3.4845 7.5160  0.328
H40 3.1419 -2.4489 7.2755  0.351
O17 -6.2092 5.7603 -0.2304  -0.625
H41 -5.8404 4.9518 -0.6065  0.306
H42 -6.9113 6.0002 -0.8440  0.315
O18 6.3691 -2.5934 10.0669  -0.641
H43 5.7539 -2.6014 9.3234  0.329
H44 5.9893 -3.2227 10.6905  0.321
O19 -9.4278 1.8946 -2.7570  -0.594
H45 -9.4760 1.4269 -3.5978  0.296
H46 -10.2096 2.4578 -2.7561  0.300
O20 3.0464 4.2938 -6.7944  -0.632
H47 3.4193 3.4866 -7.1642  0.315
H48 2.3551 4.5335 -7.4188  0.296
O21 4.2144 8.3697 -5.8669  -0.654
H49 3.6148 8.3788 -6.6204  0.300
H50 3.8065 7.7414 -5.2477  0.424
O22 2.9245 2.8908 -9.2438  -0.573
H51 3.3013 2.0821 -9.6106  0.302
H52 2.2325 3.1298 -9.8707  0.277
O23 4.8255 9.7297 -3.1624  -0.637
H53 4.6302 9.1799 -3.9319  0.348
H54 5.5838 10.2549 -3.4381  0.301
O24 5.0894 3.3547 -11.1752  -0.646
H55 5.8726 3.0159 -10.7210  0.319
H56 4.7266 4.0033 -10.5619  0.330
O25 4.0480 -6.7380 3.9736  -0.624
H57 4.0095 -7.2025 3.1304  0.313
H58 3.2611 -6.1808 3.9708  0.326
O26 4.8939 -0.4139 12.3207  -0.640
H59 5.2792 -1.2138 11.9430  0.330
H60 4.1880 -0.1838 11.7072  0.311
O27 8.0787 3.0242 -10.1032  -0.627
H61 8.6612 3.2000 -10.8507  0.316
H62 8.5883 3.3085 -9.3364  0.315

The value obtained for the energy is -84068.816 eV. The spin multiplicity is 1. For the HOMO energy, the calculation gives -8.09 eV. For the frontier orbital gap, the calculation gives 0.291 hartree.

=====

Record 2
This record from the Open Molecules 2025 dataset describes a structure of composition C6H6AlO3 at a distorted geometry. The level of theory is ωB97M-V/def2-TZVPD.

Each line ends with the natural charge from an NBO analysis.
Element x y z (Å)
C1 1.2853 -1.2484 -0.3668  0.443
C2 1.0024 -0.1119 0.2559  -0.367
C3 0.8282 1.2584 -0.3290  -0.531
C4 -0.2768 1.4213 -1.3686  -0.082
O1 -1.4396 1.9862 -0.8766  -1.051
Al1 -1.9431 2.0496 0.4942  1.695
H1 0.7693 -0.1630 1.3285  0.240
H2 1.7182 1.7009 -0.7980  0.280
H3 0.8943 1.9073 0.5635  0.237
H4 -0.5125 0.5168 -1.9629  0.222
H5 0.1306 2.0718 -2.1682  0.214
O2 0.7183 -2.4926 0.1268  -0.601
H6 0.9990 -2.9284 1.1511  0.574
C5 -0.5826 -2.8951 1.0759  -0.245
C6 -1.4778 -2.0573 1.3966  0.516
O3 -2.1130 -1.0157 1.4774  -0.546

The value obtained for the energy is -19039.316 eV. The energy above the lowest of the compared OMol25 structures with the same formula, charge and spin is 8.004 eV. The spin multiplicity is 1. For the HOMO energy (spin up / spin down), the calculation gives -12.64 / -12.61 eV. The net charge is +1. For the frontier orbital gap (spin up / spin down), the calculation gives 0.159 / 0.249 hartree.

=====

Record 3
This record from the Open Molecules 2025 dataset describes a structure of composition C6H6AuCl2O4Tl at a distorted geometry. The level of theory is ωB97M-V/def2-TZVPD.

Each line ends with the Mulliken charge.
Element x y z (Å)
Au1 -0.6818 -0.4408 -2.9694  0.757
Tl1 0.3018 -0.3153 -0.2825  1.130
Cl1 -1.5046 -2.0575 -1.1643  -0.058
Cl2 -1.3101 1.5370 -1.7595  -0.136
C1 1.3550 1.9088 0.4702  0.199
C2 -0.0968 -2.0168 -3.9532  0.527
C3 -0.0021 0.6892 -4.4234  0.455
O1 1.6510 2.5321 1.3554  0.015
O2 0.2155 -2.9626 -4.5410  0.015
O3 0.3546 1.3775 -5.2497  0.067
C4 1.0868 -0.6963 4.0873  -0.978
C5 -0.0746 -0.0856 3.3435  0.939
C6 -1.0935 0.7044 4.1100  -0.944
O4 -0.2266 -0.2413 2.1234  -0.292
H1 1.0385 -0.6499 5.1838  0.384
H2 2.0391 -0.2696 3.7762  0.377
H3 1.1337 -1.7377 3.7914  0.396
H4 -1.0994 1.7410 3.7838  0.367
H5 -2.0542 0.3144 3.8004  0.389
H6 -1.0272 0.6778 5.2055  0.389

The value obtained for the energy is -47884.088 eV. The spin multiplicity is 3. For the HOMO energy (spin up / spin down), the calculation gives -25.40 / -26.62 eV. The net charge is +4. For the frontier orbital gap (spin up / spin down), the calculation gives 0.246 / 0.260 hartree. As for the expectation value of S²: 2.0168.

=====

Record 4
This record from the Open Molecules 2025 dataset describes a cluster of 3 separate species, C6H6BrN in total at a distorted geometry. The level of theory is ωB97M-V/def2-TZVPD.

Each line ends with the natural charge from an NBO analysis.
Element x y z (Å)
C1 -1.3879 -1.8918 -0.1326  0.221
C2 2.1735 0.5283 0.7843  -0.498
C3 0.9772 -2.6966 -0.4500  -0.053
C4 -0.0801 -2.1450 -0.2548  -0.154
C5 1.0260 0.9355 0.3478  0.089
C6 0.0060 1.4352 -0.1620  -0.497
N1 -2.5438 -1.9472 -0.2359  -0.258
Br1 -5.4905 0.5707 0.3718  -0.205
H1 3.0455 1.1300 0.7534  0.221
H2 2.3225 -0.4292 1.1725  0.213
H3 1.8401 -3.1816 -0.8066  0.243
H4 -4.3818 -0.2065 0.5411  0.203
H5 -0.7849 1.9296 0.5856  0.238
H6 -0.2544 1.2261 -1.2271  0.238

The value obtained for the energy is -77846.639 eV. The energy above the lowest of the compared OMol25 structures with the same formula, charge and spin is 3.610 eV. Its structure (SMILES) is C#CC#N.C=C=C.Br. The spin multiplicity is 1. For the HOMO energy, the calculation gives -9.99 eV. For the frontier orbital gap, the calculation gives 0.373 hartree.

=====

Record 5
This record from the Open Molecules 2025 dataset describes a cluster of 2 separate species, C6H6Cl4 in total at a distorted geometry. The level of theory is ωB97M-V/def2-TZVPD.

Each line ends with the natural charge from an NBO analysis.
Element x y z (Å)
C1 -0.8143 1.8664 2.0052  -0.339
C2 0.5593 -1.9785 -1.7849  -0.365
C3 -0.8920 0.6399 1.4636  -0.310
C4 1.1065 -0.8345 -1.5782  -0.312
C5 -1.0682 0.2071 0.1100  -0.127
C6 1.3525 -0.2202 -0.3081  -0.096
Cl1 -1.3451 1.5351 -1.0875  -0.026
Cl2 -1.7548 -1.2018 -0.2324  0.166
Cl3 1.6686 -1.2464 1.0453  0.037
Cl4 1.9597 1.3663 -0.2430  0.087
H1 -0.7024 2.0940 2.9928  0.197
H2 -1.0327 2.8210 1.4694  0.200
H3 0.1899 -2.1376 -2.7684  0.218
H4 0.2939 -2.5239 -0.8826  0.210
H5 -0.8913 -0.1665 2.2362  0.233
H6 1.3703 -0.2204 -2.4376  0.226

The value obtained for the energy is -56404.947 eV. The energy above the lowest of the compared OMol25 structures with the same formula, charge and spin is 1.970 eV. The spin multiplicity is 1. For the HOMO energy (spin up / spin down), the calculation gives -7.91 / -7.88 eV. For the frontier orbital gap (spin up / spin down), the calculation gives 0.265 / 0.262 hartree.

=====

Record 6
This record from the Open Molecules 2025 dataset describes the molecule C6H6ClN at a distorted geometry. The level of theory is ωB97M-V/def2-TZVPD.

Each line ends with the natural charge from an NBO analysis.
Element x y z (Å)
C1 0.2733 0.6468 -1.0206  -0.198
C2 0.2928 -0.2063 0.2927  -0.182
C3 -0.9952 -0.1565 0.9961  -0.030
C4 -1.9658 -0.0998 1.7228  -0.184
C5 0.5981 -1.5984 -0.0553  -0.019
C6 1.0196 -2.6665 -0.3380  -0.182
H1 -0.9410 2.0647 -0.4352  0.358
H2 0.6392 2.6028 -0.3163  0.378
H3 1.3145 0.6547 -1.4316  0.214
H4 -0.4715 0.1332 -1.6812  0.211
H5 -2.7893 -0.2202 2.3890  0.245
H6 1.4205 -3.6090 -0.6299  0.242
N1 -0.0071 2.0299 -0.8652  -0.827
Cl1 1.6121 0.4247 1.3726  -0.026

The value obtained for the energy is -20327.615 eV. The energy above the lowest of the compared OMol25 structures with the same formula, charge and spin is 4.375 eV. Its structure (SMILES) is C#CC(Cl)(C#C)CN. The spin multiplicity is 1. For the HOMO energy, the calculation gives -9.58 eV. For the frontier orbital gap, the calculation gives 0.380 hartree.